# C25H56F5N8O10PS2

3 unconnected molecules or ions with the total composition C25H56F5N8O10PS2 at a distorted geometry (the ωB97M-V functional and the def2-TZVPD basis, the OMol25 dataset).

The value obtained for the strongest force on any atom is 2.7 eV/A. The HOMO-LUMO gap is 8.9 eV. As for the SMILES: [H]/N=C/C[C@]1(CC(N)(N)N)[C@](C[C@H](O)C(F)(F)F)([PH2]=N)[C@](F)(S)[C@@](F)(CC(N)(N)N)OS1(=O)=O.COCCOCCOC.COCCOCCOC. The total energy is -103769.181 eV. As for the LUMO energy: 0.004 Eh.

Structure (ORCA input):
```
! RIJCOSX wB97M-V def2-TZVPD def2/J DEFGRID3
* xyz 0 1
N -0.023 2.213 4.190
C -0.131 1.848 3.004
C 0.946 1.011 2.396
C 0.482 -0.065 1.365
C -0.405 0.716 0.365
C -0.644 0.318 -1.118
N -1.823 -0.560 -1.361
N -1.009 1.630 -1.738
N 0.439 -0.125 -1.926
C -0.174 -1.357 2.037
C -1.657 -1.098 2.433
C -2.806 -1.372 1.490
O -3.434 -0.119 1.201
C -3.937 -2.220 2.135
F -4.785 -2.648 1.220
F -3.527 -3.235 2.860
F -4.634 -1.448 2.960
P 0.555 -1.603 3.780
N -0.028 -2.803 4.621
C 0.085 -2.582 1.156
F -0.348 -2.363 -0.139
S -0.870 -4.067 1.667
C 1.566 -3.008 0.898
F 2.279 -3.221 2.005
C 1.716 -4.255 -0.006
C 2.314 -5.531 0.620
N 2.211 -6.576 -0.459
N 3.769 -5.396 0.856
N 1.592 -6.114 1.726
O 2.132 -1.978 0.059
S 2.151 -0.507 0.709
O 3.057 -0.572 1.801
O 2.598 0.461 -0.220
H -0.823 2.795 4.428
H -1.010 2.187 2.468
H 1.537 1.704 1.797
H 1.643 0.694 3.161
H 0.018 1.710 0.298
H -1.378 0.907 0.794
H -2.624 0.000 -1.591
H -1.585 -1.196 -2.109
H -1.262 1.463 -2.701
H -1.758 2.069 -1.219
H 0.845 -1.006 -1.654
H 1.120 0.590 -2.120
H -1.732 -0.043 2.669
H -1.896 -1.566 3.379
H -2.591 -1.832 0.530
H -4.019 -0.288 0.451
H 0.290 -0.405 4.482
H 1.952 -1.633 3.636
H -0.726 -3.308 4.082
H -1.828 -4.112 0.724
H 0.794 -4.484 -0.514
H 2.409 -4.012 -0.805
H 2.002 -6.129 -1.344
H 1.401 -7.146 -0.240
H 3.964 -5.656 1.812
H 4.034 -4.424 0.744
H 2.135 -6.880 2.108
H 1.386 -5.462 2.471
C -6.468 3.487 3.140
O -5.623 4.588 3.396
C -4.481 4.231 4.155
C -3.323 5.160 3.862
O -2.658 4.886 2.633
C -3.343 5.240 1.436
C -3.413 6.730 1.183
O -4.429 7.325 1.973
C -4.190 8.694 2.217
H -6.873 3.078 4.072
H -7.290 3.837 2.518
H -5.930 2.702 2.595
H -4.181 3.200 3.931
H -4.743 4.306 5.219
H -2.566 4.997 4.635
H -3.622 6.206 3.924
H -4.331 4.780 1.397
H -2.749 4.798 0.631
H -3.659 6.905 0.127
H -2.440 7.181 1.406
H -3.233 8.836 2.734
H -4.987 9.061 2.861
H -4.194 9.266 1.283
C 5.094 -2.828 -3.035
O 4.370 -2.450 -4.186
C 3.214 -1.693 -3.873
C 2.845 -0.765 -5.010
O 3.648 0.405 -5.084
C 4.980 0.253 -5.555
C 5.083 -0.020 -7.040
O 4.800 -1.382 -7.323
C 4.334 -1.573 -8.639
H 4.497 -3.487 -2.394
H 5.984 -3.362 -3.362
H 5.409 -1.945 -2.466
H 3.378 -1.100 -2.965
H 2.387 -2.399 -3.701
H 1.832 -0.401 -4.819
H 2.823 -1.293 -5.965
H 5.523 -0.494 -4.974
H 5.457 1.218 -5.365
H 6.108 0.188 -7.375
H 4.387 0.635 -7.577
H 3.420 -0.994 -8.817
H 4.102 -2.630 -8.759
H 5.099 -1.291 -9.372
*
```

Atomic partial charges in e from the Löwdin method, atoms 1 to 4: N 0.13; C -0.26; C -0.19; C -0.33


# F2HNS

A single F2HNS molecule at a distorted geometry (the ωB97M-V functional and the def2-TZVPD basis, the OMol25 dataset).

The value obtained for the strongest force on any atom is 5.7 eV/A. The HOMO-LUMO gap is 10.4 eV. The value obtained for the energy above the lowest of the compared OMol25 structures with the same formula, charge and spin is 225.4 kJ/mol. As for the SMILES: FNSF. The total energy is -17772.858 eV. As for the LUMO energy: 0.005 Eh.

Structure (ORCA input):
```
! RIJCOSX wB97M-V def2-TZVPD def2/J DEFGRID3
* xyz 0 1
N -0.461 -0.108 0.024
F -1.214 0.789 -0.711
F 2.093 0.509 0.493
S 0.992 -0.494 -0.350
H -1.410 -0.696 0.544
*
```

Atomic partial charges in e from the natural (NBO) method, atoms 1 to 4: N -0.50; F -0.26; F -0.52; S 0.86


# C3H27NO11S

11 unconnected molecules or ions with the total composition C3H27NO11S at a distorted geometry (the ωB97M-V functional and the def2-TZVPD basis, the OMol25 dataset).

The value obtained for the strongest force on any atom is 2.6 eV/A. The HOMO-LUMO gap is 8.9 eV. The value obtained for the energy above the lowest of the compared OMol25 structures with the same formula, charge and spin is 374.8 kJ/mol. As for the SMILES: O=CNCCS.O.O.O.O.O.O.O.O.O.O. The total energy is -38396.416 eV. As for the LUMO energy: 0.001 Eh.

Structure (ORCA input):
```
! RIJCOSX wB97M-V def2-TZVPD def2/J DEFGRID3
* xyz 0 1
O -0.630 1.945 -1.205
C -0.318 0.761 -1.213
N 0.063 0.070 -0.126
C 0.605 -1.298 0.014
C 2.047 -1.593 -0.321
S 2.404 -3.310 -0.790
H -0.599 0.110 -2.067
H 0.501 0.652 0.581
H -0.019 -1.927 -0.604
H 0.416 -1.664 1.024
H 2.843 -1.219 0.354
H 2.183 -0.984 -1.253
H 2.369 -3.723 0.505
H -4.461 -0.495 -0.379
H -4.297 1.106 -0.009
O -4.627 0.233 0.229
H -1.450 2.821 1.136
H -0.034 3.255 0.571
O -0.573 3.134 1.357
H -2.483 -1.843 -2.422
H -1.893 -2.227 -1.046
O -2.553 -1.650 -1.470
H -3.042 -0.725 3.020
H -3.102 -0.999 1.488
O -2.506 -0.917 2.241
H -0.213 -0.011 2.761
H -0.371 1.600 2.438
O 0.209 0.820 2.492
H -1.251 -3.249 1.260
H -2.489 -3.136 0.612
O -1.613 -3.488 0.381
H 3.494 1.045 0.984
H 3.835 1.063 -0.812
O 3.434 0.882 0.029
H 1.658 2.588 -1.547
H 2.424 2.755 -2.688
O 2.393 2.102 -1.963
H -0.846 1.241 -4.114
H 0.563 1.374 -3.735
O 0.027 1.032 -4.469
H 3.044 1.656 3.472
H 1.942 1.097 2.601
O 2.918 1.116 2.684
*
```

Atomic partial charges in e from the natural (NBO) method, atoms 1 to 4: O -0.71; C 0.55; N -0.61; C -0.23


# C16H31F3O3P2SW

A molecular structure, C16H31F3O3P2SW at a distorted geometry (the ωB97M-V functional and the def2-TZVPD basis, the OMol25 dataset).

The value obtained for the strongest force on any atom is 2.6 eV/A. The HOMO-LUMO gap (alpha / beta) is 8.0 / 4.9 eV. The value obtained for the energy above the lowest of the compared OMol25 structures with the same formula, charge and spin is 0.0 kJ/mol. The total energy is -62604.216 eV. As for the LUMO energy (alpha / beta): -0.258 / -0.371 Eh. As for the expectation value of S²: 2.0251.

Structure (ORCA input):
```
! RIJCOSX wB97M-V def2-TZVPD def2/J DEFGRID3
* xyz 2 3
P 1.028 3.318 0.882
P 0.190 2.934 -1.969
C 1.556 4.676 -0.276
C 0.657 4.682 -1.514
H 2.607 4.487 -0.538
H 1.496 5.623 0.273
H -0.278 5.232 -1.336
H 1.165 5.128 -2.378
C 1.642 2.581 -3.047
H 1.425 1.684 -3.642
H 2.533 2.408 -2.428
H 1.816 3.434 -3.716
C -1.082 3.301 -3.238
H -0.681 3.983 -3.998
H -1.952 3.757 -2.746
H -1.377 2.355 -3.711
C 2.421 3.365 2.068
H 2.180 2.700 2.908
H 2.573 4.387 2.436
H 3.328 3.008 1.561
C -0.249 4.269 1.808
H -1.149 4.395 1.191
H 0.159 5.254 2.070
H -0.503 3.720 2.724
W -1.336 -2.022 1.820
C -1.873 -1.781 -0.108
C -0.525 -2.380 -0.062
C 0.679 -1.551 -0.424
C 1.452 -1.163 0.849
C 0.525 -1.147 2.039
C -0.561 -0.113 2.116
C -1.099 0.557 0.866
C -2.008 -0.282 -0.124
C -1.216 -3.987 2.228
H -2.609 -2.395 -0.613
H -0.425 -3.435 -0.315
H 0.423 -0.677 -1.050
H 1.313 -2.188 -1.079
H 2.244 -1.916 1.021
H 1.990 -0.197 0.732
H 1.010 -1.357 2.990
H -0.572 0.473 3.043
H -0.295 1.052 0.272
H -1.727 1.415 1.198
H -3.055 0.023 0.057
H -1.835 0.091 -1.156
H -2.072 -4.523 1.779
H -1.284 -4.015 3.330
H -0.284 -4.419 1.851
F -0.932 -8.623 -1.160
C -0.912 -7.650 -0.214
F -2.084 -7.718 0.468
F 0.100 -7.898 0.656
S -0.664 -5.946 -0.999
O 0.525 -5.430 -0.305
O -0.481 -6.237 -2.412
O -1.917 -5.244 -0.683
*
```

Atomic partial charges in e from the natural (NBO) method, atoms 1 to 4: P 1.09; P 1.03; C -0.72; C -0.72


# C4H4N2

3 unconnected molecules or ions with the total composition C4H4N2 at a distorted geometry (the ωB97M-V functional and the def2-TZVPD basis, the OMol25 dataset).

The value obtained for the strongest force on any atom is 1.4 eV/A. The HOMO-LUMO gap is 11.2 eV. The value obtained for the energy above the lowest of the compared OMol25 structures with the same formula, charge and spin is 392.3 kJ/mol. As for the SMILES: C#C.C#N.C#N. The total energy is -7188.622 eV. As for the LUMO energy: 0.034 Eh.

Structure (ORCA input):
```
! RIJCOSX wB97M-V def2-TZVPD def2/J DEFGRID3
* xyz 0 1
C 1.286 -0.736 1.056
C 0.215 -0.782 1.606
N -1.983 0.127 0.550
C -2.101 0.630 -0.477
N 0.059 0.810 -1.768
C 1.074 0.426 -1.383
H 2.323 -0.829 0.830
H -0.702 -0.850 2.141
H -2.230 1.098 -1.427
H 2.060 0.107 -1.128
*
```

Atomic partial charges in e from the natural (NBO) method, atoms 1 to 4: C -0.34; C -0.15; N -0.38; C 0.13


# C27H24BN6O3PPtS

A molecular structure, C27H24BN6O3PPtS at a distorted geometry (the ωB97M-V functional and the def2-TZVPD basis, the OMol25 dataset).

The value obtained for the strongest force on any atom is 1.6 eV/A. The HOMO-LUMO gap is 8.0 eV. The value obtained for the energy above the lowest of the compared OMol25 structures with the same formula, charge and spin is 32.5 kJ/mol. The total energy is -67520.819 eV. As for the LUMO energy: -0.004 Eh.

Structure (ORCA input):
```
! RIJCOSX wB97M-V def2-TZVPD def2/J DEFGRID3
* xyz 0 1
Pt -1.090 0.036 -0.431
C -4.545 -2.832 -0.869
C -3.327 -2.290 -1.311
N -3.003 -1.234 -0.577
N -3.990 -1.058 0.320
C -4.925 -2.016 0.177
B -3.875 0.093 1.337
N -2.521 -0.110 2.104
C -2.353 -0.200 3.427
C -1.049 -0.565 3.700
C -0.465 -0.692 2.446
N -1.349 -0.413 1.487
N -3.821 1.437 0.607
C -4.669 2.482 0.596
C -4.178 3.414 -0.295
C -2.995 2.840 -0.791
N -2.789 1.656 -0.227
H -5.070 -3.690 -1.258
H -2.677 -2.596 -2.118
H -5.792 -2.039 0.820
H -4.804 0.060 2.102
H -3.190 -0.028 4.085
H -0.596 -0.739 4.662
H 0.521 -1.033 2.182
H -5.555 2.481 1.213
H -4.611 4.367 -0.553
H -2.282 3.215 -1.510
O -0.585 0.997 -4.593
S -0.206 0.609 -3.265
O -0.338 1.647 -2.231
O -0.802 -0.640 -2.740
C 1.521 0.271 -3.206
C 2.277 0.251 -4.367
C 3.643 0.022 -4.284
C 4.239 -0.176 -3.048
C 3.472 -0.160 -1.891
C 2.099 0.057 -1.948
P 1.175 0.000 -0.343
C 1.799 -1.561 0.376
C 2.982 -1.646 1.111
C 3.409 -2.867 1.617
C 2.663 -4.014 1.384
C 1.487 -3.939 0.648
C 1.052 -2.719 0.152
C 1.964 1.367 0.566
C 2.246 2.521 -0.167
C 2.737 3.653 0.464
C 2.956 3.646 1.834
C 2.674 2.506 2.573
C 2.173 1.375 1.945
H 1.784 0.432 -5.315
H 4.245 0.006 -5.184
H 5.307 -0.346 -2.979
H 3.957 -0.318 -0.936
H 3.570 -0.757 1.305
H 4.325 -2.919 2.194
H 2.994 -4.965 1.782
H 0.900 -4.831 0.467
H 0.125 -2.653 -0.403
H 2.063 2.540 -1.235
H 2.944 4.542 -0.119
H 3.342 4.530 2.326
H 2.839 2.496 3.644
H 1.964 0.500 2.541
*
```

Atomic partial charges in e from the natural (NBO) method, atoms 1 to 4: Pt 0.90; C -0.36; C -0.02; N -0.35


# C15H20BrNO4

A molecular structure, C15H20BrNO4 at a distorted geometry (the ωB97M-V functional and the def2-TZVPD basis, the OMol25 dataset).

The value obtained for the strongest force on any atom is 15.3 eV/A. The HOMO-LUMO gap is 8.5 eV. The total energy is -95588.683 eV. As for the LUMO energy: 0.021 Eh.

Structure (ORCA input):
```
! RIJCOSX wB97M-V def2-TZVPD def2/J DEFGRID3
* xyz 0 1
C -1.767 1.919 -3.866
H -2.184 2.583 -3.142
O -0.334 1.559 -3.600
C 0.033 1.221 -2.504
C -0.925 0.910 -1.541
C -0.326 0.768 -0.260
C 1.015 0.785 -0.118
C 2.023 0.672 -1.179
C 1.522 1.028 -2.458
O 2.305 1.291 -3.402
C 2.250 0.822 -4.677
H 3.128 0.641 -5.312
H 1.393 -0.277 -4.716
H 1.466 1.503 -5.189
O 3.286 0.525 -0.837
C 4.339 0.877 -1.736
H 4.131 -0.010 -2.461
H 4.324 1.796 -2.227
H 5.319 0.504 -1.004
Br 1.998 0.336 1.639
C -1.270 0.476 0.816
O -2.108 1.483 0.938
N -1.009 -0.464 1.760
H -0.236 -0.911 1.643
C -1.783 -0.994 2.835
H -2.787 -0.084 2.859
C -2.605 -2.210 2.833
C -1.675 -2.908 4.220
C -0.638 -1.819 4.440
H 0.175 -2.128 3.887
H -0.212 -2.113 5.551
C -1.164 -0.666 4.083
H -1.800 -0.219 5.002
H -0.474 0.174 3.970
H -2.586 -2.805 4.913
H -1.350 -3.884 4.100
H -2.072 -2.899 1.956
H -3.505 -2.036 2.994
H -1.775 1.190 -1.528
H -2.160 1.053 -3.809
H -1.963 2.310 -4.874
*
```

Atomic partial charges in e from the natural (NBO) method, atoms 1 to 4: C -0.23; H 0.20; O -0.48; C 0.35


# C20H53BrMnN3O8

A molecular structure, C20H53BrMnN3O8 at a distorted geometry (the ωB97M-V functional and the def2-TZVPD basis, the OMol25 dataset).

The value obtained for the strongest force on any atom is 1.8 eV/A. The HOMO-LUMO gap (alpha / beta) is 7.6 / 7.0 eV. The total energy is -143805.653 eV. As for the LUMO energy (alpha / beta): -0.113 / -0.137 Eh. As for the expectation value of S²: 8.7534.

Structure (ORCA input):
```
! RIJCOSX wB97M-V def2-TZVPD def2/J DEFGRID3
* xyz 1 6
Mn 1.187 0.979 -0.696
Br -0.516 -0.936 -0.570
C -3.810 -6.583 -1.124
O -3.341 -5.952 0.031
C -2.073 -5.405 -0.164
C -1.718 -4.585 1.059
N -0.284 -4.203 0.996
C 0.241 -3.815 2.309
C 1.634 -3.234 2.153
O 2.106 -2.860 3.450
C 3.336 -2.251 3.387
H -4.762 -7.061 -0.908
H -3.126 -7.394 -1.447
H -3.902 -5.890 -1.967
H -2.044 -4.777 -1.069
H -1.364 -6.229 -0.310
H -1.875 -5.185 1.955
H -2.356 -3.691 1.093
H -0.235 -3.352 0.438
H 0.303 -4.696 2.954
H -0.382 -3.075 2.855
H 1.604 -2.321 1.530
H 2.288 -3.990 1.697
H 4.096 -2.928 2.979
H 3.615 -1.968 4.400
H 3.300 -1.340 2.765
C -0.319 -0.112 3.794
O -0.889 1.158 3.651
C 0.047 2.205 3.541
C 0.903 2.063 2.299
N 0.093 1.839 1.062
C -0.745 2.996 0.719
C -1.602 2.736 -0.508
O -0.786 2.334 -1.584
C -1.553 2.041 -2.750
H -1.125 -0.816 3.958
H 0.384 -0.127 4.640
H 0.228 -0.441 2.901
H 0.680 2.223 4.445
H -0.527 3.130 3.558
H 1.504 1.151 2.431
H 1.656 2.849 2.225
H -0.584 1.135 1.394
H -0.145 3.898 0.549
H -1.420 3.275 1.531
H -2.116 3.672 -0.764
H -2.378 1.994 -0.285
H -0.978 1.371 -3.384
H -1.812 2.947 -3.308
H -2.482 1.522 -2.494
C 2.062 -0.715 -3.321
O 1.790 0.585 -2.743
C 2.543 1.644 -3.292
C 2.062 2.951 -2.690
N 2.051 2.956 -1.210
C 3.424 3.133 -0.656
C 3.954 4.532 -0.906
O 2.919 5.412 -0.586
C 3.187 6.737 -0.960
H 1.851 -0.700 -4.389
H 1.368 -1.414 -2.856
H 3.079 -1.035 -3.093
H 2.400 1.704 -4.373
H 3.616 1.507 -3.107
H 1.039 3.154 -3.018
H 2.615 3.793 -3.123
H 1.591 3.819 -0.907
H 4.104 2.415 -1.124
H 3.427 2.921 0.416
H 4.282 4.625 -1.953
H 4.850 4.675 -0.287
H 4.178 7.059 -0.604
H 2.463 7.382 -0.473
H 3.170 6.855 -2.046
C -4.098 -2.726 -2.526
O -2.753 -2.559 -2.969
H -4.170 -3.278 -1.584
H -4.615 -1.767 -2.390
H -4.638 -3.269 -3.300
H -2.245 -2.181 -2.242
C -4.093 0.034 1.441
O -3.954 -0.429 0.100
H -3.575 0.990 1.616
H -5.153 0.128 1.644
H -3.670 -0.675 2.170
H -3.018 -0.566 -0.083
*
```

Atomic partial charges in e from the Löwdin method, atoms 1 to 4: Mn 0.77; Br 0.29; C -0.12; O -0.18